Record 1
{
  "formula": "C5H11NO",
  "method": "the ωB97M-V functional and the def2-TZVPD basis",
  "elements": ["C", "C", "C", "C", "N", "C", "O", "H", "H", "H", "H", "H", "H", "H", "H", "H", "H", "H"],
  "positions_angstrom": [[-2.34835, -0.28155, -0.20172], [-1.15540, -0.80196, 0.03738], [0.16089, 0.15334, 0.03346], [0.27941, 0.87317, 1.36515], [0.32240, 1.03541, -1.07627], [1.07944, -1.01227, -0.12618], [2.51258, -0.34857, -0.37611], [-2.47352, 0.76390, -0.44608], [-3.25288, -0.86444, -0.11833], [-1.12020, -1.83865, 0.35220], [1.29486, 1.25702, 1.45201], [-0.44085, 1.68719, 1.42263], [0.10483, 0.19289, 2.19533], [-0.22745, 1.88046, -1.00017], [0.57124, 0.52139, -1.92586], [0.93568, -1.55801, -1.06160], [1.20984, -1.62169, 0.76481], [2.54748, -0.03762, -1.29065]],
  "nbo_charge": [-0.389, -0.214, 0.059, -0.612, -0.860, -0.069, -0.775, 0.184, 0.196, 0.202, 0.234, 0.208, 0.213, 0.390, 0.379, 0.188, 0.210, 0.455],
  "fmax_ev_per_a": 5.69,
  "homo_lumo_gap_ev": 9.87
}

---

Record 2
{
  "formula": "C5H11NO",
  "method": "the ωB97M-V functional and the def2-TZVPD basis",
  "elements": ["C", "C", "C", "N", "C", "C", "O", "H", "H", "H", "H", "H", "H", "H", "H", "H", "H", "H"],
  "positions_angstrom": [[0.04750, 1.07390, -1.59386], [-0.43531, -0.24150, -1.06251], [0.21662, -1.45555, -1.31634], [-0.24721, 0.12176, 0.97268], [0.00803, 1.36908, 1.65537], [-0.14218, -0.96633, 1.66340], [-0.17301, -2.14641, 1.15130], [1.13634, 1.09865, -1.69440], [-0.37880, 1.16999, -2.60219], [-0.29194, 1.93230, -1.00803], [-1.51378, -0.29700, -0.92736], [0.08909, -1.96421, 0.01519], [-0.39513, -2.26732, -1.71012], [1.23715, -1.41311, -1.69656], [0.94340, 1.82498, 1.30570], [-0.80012, 2.09039, 1.49029], [0.10611, 1.21225, 2.74179], [-0.01674, -0.91320, 2.76097]],
  "nbo_charge": [-0.658, 0.123, -0.812, -0.510, -0.418, 0.485, -0.679, 0.218, 0.234, 0.217, 0.202, 0.451, 0.245, 0.210, 0.195, 0.194, 0.186, 0.116],
  "fmax_ev_per_a": 0.43,
  "homo_lumo_gap_ev": 9.05
}

---

Record 3
{
  "formula": "C5H11NO",
  "method": "the ωB97M-V functional and the def2-TZVPD basis",
  "elements": ["C", "C", "C", "C", "C", "N", "H", "H", "H", "H", "H", "H", "H", "H", "H", "O", "H", "H"],
  "positions_angstrom": [[-1.36791, -0.71864, 1.54075], [-1.26574, -1.13030, 0.21616], [-0.19482, -0.85267, -0.74244], [-0.48571, -0.08320, -1.81204], [0.67115, 0.49483, -2.64090], [0.44199, 2.00041, -2.54653], [-0.70758, -1.07971, 2.33807], [-2.04648, -0.01028, 2.01447], [-2.02846, -1.88416, 0.02050], [0.86213, -1.11650, -0.76323], [-1.33207, 0.58044, -1.95485], [0.69259, 0.20022, -3.70329], [1.66551, 0.29125, -2.23055], [1.33830, 2.33519, -2.89295], [0.44465, 2.21661, -1.55382], [1.34373, -0.50086, 4.64868], [1.51534, 0.11086, 5.37030], [0.45339, -0.85350, 4.69169]],
  "nbo_charge": [-0.390, -0.206, -0.256, -0.177, -0.252, -0.822, 0.182, 0.205, 0.223, 0.214, 0.217, 0.196, 0.171, 0.347, 0.348, -0.948, 0.476, 0.473],
  "fmax_ev_per_a": 2.55,
  "homo_lumo_gap_ev": 7.64
}

---

Record 4
{
  "formula": "C5H11NO",
  "method": "the ωB97M-V functional and the def2-TZVPD basis",
  "elements": ["C", "C", "C", "C", "N", "C", "O", "H", "H", "H", "H", "H", "H", "H", "H", "H", "H", "H"],
  "positions_angstrom": [[-0.85211, -0.78171, -1.39780], [0.43261, -0.11972, -0.84011], [0.73544, 1.42905, -0.83885], [0.87806, -0.62843, 0.58891], [-0.26703, -0.75374, 1.52321], [-0.84682, 0.39527, 2.12109], [-0.73906, 1.54101, 1.73017], [-1.71294, -0.99135, -0.82540], [-0.58713, -1.78041, -1.86321], [-1.10812, -0.11217, -2.22879], [1.12507, -0.56604, -1.56086], [-0.03483, 2.06295, -1.52869], [0.65431, 1.77429, 0.21336], [1.65537, 1.53476, -1.43224], [1.53191, -1.57624, 0.58611], [1.44155, 0.18344, 1.08852], [-0.81981, -1.56468, 1.67509], [-1.48645, -0.04630, 2.98949]],
  "nbo_charge": [-0.611, -0.234, -0.633, -0.227, -0.652, 0.543, -0.594, 0.205, 0.201, 0.218, 0.198, 0.200, 0.251, 0.213, 0.211, 0.211, 0.393, 0.106],
  "fmax_ev_per_a": 3.55,
  "homo_lumo_gap_ev": 10.53
}

---

Record 5
{
  "formula": "C5H11NO",
  "method": "the ωB97M-V functional and the def2-TZVPD basis",
  "elements": ["C", "C", "C", "N", "C", "C", "O", "H", "H", "H", "H", "H", "H", "H", "H", "H", "H", "H"],
  "positions_angstrom": [[-2.31395, -0.31250, -0.69183], [-1.46755, 0.79014, -0.06081], [-0.60502, 0.30345, 1.10915], [0.55641, -0.45098, 0.65970], [1.66290, 0.24118, 0.25509], [2.74529, -0.50363, -0.50056], [1.77546, 1.44004, 0.46175], [-2.87829, 0.06078, -1.55292], [-1.69340, -1.14637, -1.04229], [-3.03627, -0.71166, 0.03093], [-0.79712, 1.23465, -0.80644], [-2.12012, 1.59964, 0.28873], [-0.21694, 1.15990, 1.66413], [-1.19366, -0.31422, 1.79744], [0.47722, -1.44146, 0.49167], [2.94973, 0.08823, -1.39705], [2.49016, -1.52472, -0.79748], [3.66513, -0.51247, 0.09079]],
  "nbo_charge": [-0.610, -0.407, -0.226, -0.625, 0.672, -0.708, -0.634, 0.214, 0.196, 0.200, 0.211, 0.205, 0.234, 0.192, 0.395, 0.243, 0.207, 0.240],
  "fmax_ev_per_a": 0.29,
  "homo_lumo_gap_ev": 10.46
}

---

Record 6
{
  "formula": "C5H11NO",
  "method": "the ωB97M-V functional and the def2-TZVPD basis",
  "elements": ["C", "C", "C", "C", "C", "N", "H", "H", "H", "H", "H", "H", "H", "H", "H", "O", "H", "H"],
  "positions_angstrom": [[-2.56722, -0.40850, -0.32636], [-1.98952, 0.26247, 0.64298], [-0.56936, 0.91553, 0.36913], [0.10115, 0.31409, -0.68870], [1.25707, 0.97697, -1.22883], [2.45162, 0.15572, -1.22537], [-3.60562, -0.65750, -0.37172], [-2.02113, -0.40200, -1.27094], [-2.59519, 0.55219, 1.63012], [0.13986, 1.38977, 1.00629], [-0.01455, -0.84744, -0.79135], [1.35078, 1.83881, -0.53344], [1.22171, 1.50832, -2.22336], [3.37162, 0.34975, -0.72964], [2.28828, -0.87988, -0.95502], [0.58917, -1.54674, 2.03053], [0.79232, -2.37491, 2.47622], [-0.19543, -1.55666, 1.48682]],
  "nbo_charge": [-0.416, -0.225, -0.260, -0.148, -0.281, -0.883, 0.211, 0.202, 0.217, 0.236, 0.204, 0.189, 0.205, 0.385, 0.363, -0.963, 0.479, 0.486],
  "fmax_ev_per_a": 4.83,
  "homo_lumo_gap_ev": 9.02
}

---

Record 7
{
  "formula": "C5H11NO",
  "method": "the ωB97M-V functional and the def2-TZVPD basis",
  "elements": ["C", "C", "C", "C", "C", "N", "H", "H", "H", "H", "H", "H", "H", "H", "H", "O", "H", "H"],
  "positions_angstrom": [[2.93854, -2.00624, 0.22402], [2.02999, -1.05345, 0.45646], [1.17034, -0.42726, -0.51455], [0.48393, 0.70259, -0.24644], [-0.34142, 1.32272, -1.36229], [0.44729, 1.32290, 0.97814], [3.66243, -2.14103, 1.02176], [2.97969, -2.71092, -0.58376], [2.12370, -0.53297, 1.40713], [1.03715, -0.81052, -1.51383], [-1.04671, 0.60113, -1.75903], [0.39856, 1.48713, -2.14186], [-0.80998, 2.27384, -1.14236], [-0.08319, 2.17881, 1.04037], [0.54954, 0.85267, 1.86080], [-5.40606, -0.11089, 0.97182], [-5.50094, -1.06212, 0.86075], [-4.63287, 0.11361, 0.44288]],
  "nbo_charge": [-0.417, -0.195, -0.372, 0.240, -0.655, -0.819, 0.188, 0.193, 0.184, 0.204, 0.229, 0.231, 0.210, 0.382, 0.394, -0.935, 0.468, 0.467],
  "fmax_ev_per_a": 1.37,
  "homo_lumo_gap_ev": 7.97
}

---

Record 8
{
  "formula": "C5H11NO",
  "method": "the ωB97M-V functional and the def2-TZVPD basis",
  "elements": ["C", "C", "C", "C", "N", "C", "O", "H", "H", "H", "H", "H", "H", "H", "H", "H", "H", "H"],
  "positions_angstrom": [[0.34024, -1.64152, -0.51807], [-0.40875, -0.33155, -0.61594], [-0.60734, 0.07849, -2.08037], [0.21539, 0.77161, 0.21919], [-0.23430, 0.72597, 1.60815], [0.59168, 1.03096, 2.63319], [1.75150, 1.35233, 2.50403], [-0.12984, -2.37890, -1.17758], [1.37105, -1.49083, -0.85478], [0.39656, -2.01933, 0.50712], [-1.42764, -0.49929, -0.23766], [-0.90425, 1.11950, -2.16211], [-1.41159, -0.50068, -2.54445], [0.27086, -0.16349, -2.66865], [-0.03080, 1.75303, -0.20281], [1.30356, 0.76454, 0.21924], [-1.20205, 0.46343, 1.74912], [0.11571, 0.96577, 3.62236]],
  "nbo_charge": [-0.603, -0.225, -0.602, -0.230, -0.614, 0.527, -0.616, 0.210, 0.205, 0.215, 0.182, 0.209, 0.210, 0.207, 0.188, 0.231, 0.394, 0.110],
  "fmax_ev_per_a": 0.75,
  "homo_lumo_gap_ev": 10.61
}

---

Record 9
{
  "formula": "C5H11NO",
  "method": "the ωB97M-V functional and the def2-TZVPD basis",
  "elements": ["C", "C", "C", "C", "N", "C", "H", "H", "H", "H", "H", "H", "H", "H", "H", "O", "H", "H"],
  "positions_angstrom": [[1.22797, -0.69279, -1.05016], [-0.08539, -0.70316, -1.37554], [-1.05234, 0.17509, -0.65983], [-2.29406, 0.32583, -1.16386], [-0.43462, 1.09540, 0.21196], [-1.23459, 2.20238, 0.77406], [1.71354, 0.13269, -0.55768], [1.73505, -1.56816, -1.43746], [-0.44256, -1.62769, -1.81287], [-2.82101, 1.27735, -1.19042], [-2.79877, -0.28613, -1.90385], [-0.09899, 0.53377, 0.98994], [-2.00141, 2.47446, 0.05196], [-0.56677, 3.01098, 1.06020], [-1.76302, 1.83525, 1.65794], [3.57540, -2.34055, 2.18851], [3.21397, -2.92070, 1.51992], [4.12761, -2.92403, 2.69720]],
  "nbo_charge": [-0.389, -0.214, 0.136, -0.481, -0.615, -0.413, 0.217, 0.194, 0.206, 0.192, 0.205, 0.369, 0.203, 0.206, 0.183, -0.931, 0.466, 0.465],
  "fmax_ev_per_a": 3.38,
  "homo_lumo_gap_ev": 8.89
}

---

Record 10
{
  "formula": "C5H11NO",
  "method": "the ωB97M-V functional and the def2-TZVPD basis",
  "elements": ["C", "N", "C", "C", "C", "C", "H", "H", "H", "H", "H", "H", "H", "H", "H", "O", "H", "H"],
  "positions_angstrom": [[-0.07272, 2.27950, 1.15243], [-0.36870, 1.06352, 1.29135], [-0.63794, 0.37440, 0.04403], [-1.78423, -0.29704, -0.01252], [0.47916, 0.37587, -0.97184], [0.47722, -0.81987, -1.90873], [0.00147, 2.91621, 2.03514], [0.01458, 2.82341, 0.20974], [-2.14229, -0.60174, -0.97779], [-2.42914, -0.42624, 0.84326], [0.54336, 1.33710, -1.48163], [1.39144, 0.35372, -0.38296], [1.17437, -0.64113, -2.72510], [0.84273, -1.68173, -1.36101], [-0.47918, -0.99502, -2.39970], [0.98024, -2.38505, 2.20682], [1.73532, -1.86455, 1.92375], [0.27431, -1.81136, 2.51476]],
  "nbo_charge": [-0.048, -0.405, 0.147, -0.430, -0.458, -0.601, 0.171, 0.147, 0.200, 0.213, 0.213, 0.213, 0.209, 0.220, 0.208, -0.951, 0.471, 0.481],
  "fmax_ev_per_a": 1.19,
  "homo_lumo_gap_ev": 9.95
}

---

Record 11
{
  "formula": "C5H11NO",
  "method": "the ωB97M-V functional and the def2-TZVPD basis",
  "elements": ["C", "N", "C", "C", "O", "H", "H", "H", "H", "H", "H", "H", "C", "C", "H", "H", "H", "H"],
  "positions_angstrom": [[3.51412, -1.31294, -0.37029], [3.04929, 0.22891, -0.54520], [1.88607, 0.47508, 0.21498], [0.72069, 1.46940, -0.26375], [1.72941, -0.03839, 1.28822], [2.78512, -1.82280, 0.45628], [3.39638, -2.12497, -1.15527], [4.64462, -1.33953, 0.17139], [3.24527, 0.67873, -1.36325], [0.50487, 2.05261, -1.30293], [0.78385, 2.15915, 0.43995], [-0.31412, 1.02558, 0.05485], [-5.05189, -0.86172, -0.11300], [-5.87050, 0.13914, -0.04502], [-4.72012, -1.25129, -1.05773], [-4.35567, -1.34030, 0.60368], [-6.37834, 0.53068, -0.76951], [-5.96309, 0.68316, 0.89574]],
  "nbo_charge": [-0.476, -0.649, 0.699, -0.729, -0.595, 0.247, 0.217, 0.214, 0.386, 0.222, 0.219, 0.245, -0.378, -0.363, 0.179, 0.199, 0.180, 0.183],
  "fmax_ev_per_a": 6.10,
  "homo_lumo_gap_ev": 10.69
}

---

Record 12
{
  "formula": "C5H11NO",
  "method": "the ωB97M-V functional and the def2-TZVPD basis",
  "elements": ["C", "C", "C", "N", "C", "C", "H", "H", "H", "H", "H", "H", "H", "H", "H", "O", "H", "H"],
  "positions_angstrom": [[-1.87724, 0.77145, -1.52286], [-1.24602, 1.17167, -0.40923], [-1.24539, 0.32299, 0.84242], [0.10757, -0.15841, 1.21721], [0.59341, -1.18827, 0.42802], [1.73747, -1.91840, 0.67125], [-1.61203, 1.30912, -2.45991], [-2.28244, -0.24828, -1.70992], [-0.76783, 2.17912, -0.34746], [-1.69526, 0.95527, 1.55705], [-1.84642, -0.58826, 0.70506], [0.13255, -0.43887, 2.21517], [0.17855, -1.27585, -0.62578], [2.44857, -1.52159, 1.50676], [2.01129, -2.78427, -0.04785], [1.79327, 1.49296, -0.56056], [1.64773, 0.71314, 0.01432], [1.92222, 1.20647, -1.47369]],
  "nbo_charge": [-0.419, -0.168, -0.263, -0.637, -0.044, -0.520, 0.202, 0.196, 0.229, 0.215, 0.180, 0.390, 0.205, 0.208, 0.225, -0.962, 0.492, 0.469],
  "fmax_ev_per_a": 3.06,
  "homo_lumo_gap_ev": 9.51
}